{"formula": "C59H48BrN3O4Ru", "method": "the ωB97M-V functional and the def2-TZVPD basis", "e_homo_ev": [-4.7, -4.9], "multiplicity": 2, "e_above_lowest_kcal_mol": 24.4, "lumo_ev": [1.0638, 1.0848], "homo_lumo_gap_ev": [5.733, 5.959], "total_charge": -1, "s2": 0.770, "elements": ["Ru", "O", "C", "C", "C", "C", "C", "C", "C", "C", "C", "O", "C", "C", "C", "C", "C", "C", "C", "C", "C", "C", "C", "C", "N", "C", "C", "C", "C", "C", "C", "C", "C", "C", "C", "C", "C", "H", "H", "H", "H", "H", "H", "H", "H", "H", "H", "H", "H", "H", "H", "H", "H", "H", "H", "H", "H", "H", "H", "H", "H", "H", "H", "H", "O", "C", "C", "C", "C", "C", "C", "C", "O", "N", "N", "C", "C", "Br", "C", "C", "C", "C", "C", "C", "C", "H", "H", "H", "H", "H", "H", "H", "H", "H", "H", "H", "H", "H", "H", "C", "C", "C", "C", "C", "C", "C", "C", "C", "C", "H", "H", "H", "H", "H", "H", "H"], "coordinates": [[0.00308, 0.19192, -0.70594], [-0.86821, 2.02890, 0.48936], [-0.29796, 3.18965, 0.83260], [0.77516, 3.59306, -0.25300], [1.98344, 2.72072, -0.19832], [3.18078, 3.28504, 0.23742], [4.33198, 2.52661, 0.30138], [4.26246, 1.21104, -0.11338], [3.05915, 0.70604, -0.59008], [3.04336, -0.68062, -1.13666], [2.45655, -1.66406, -0.06047], [1.15299, -1.37970, 0.14520], [2.47814, -3.12340, -0.51631], [2.04571, -4.05617, 0.42240], [1.85496, -5.37697, 0.06960], [2.08227, -5.78924, -1.23455], [2.51956, -4.87035, -2.16937], [2.71957, -3.54401, -1.81616], [3.27928, -1.47147, 1.21656], [4.46581, -2.15706, 1.43673], [5.20276, -1.91852, 2.58402], [4.76005, -0.99920, 3.52211], [3.57462, -0.31727, 3.30696], [2.84000, -0.55037, 2.15893], [1.92555, 1.43578, -0.59947], [-1.37281, 4.29973, 0.84195], [-2.56760, 4.06398, 0.17725], [-3.59277, 4.99143, 0.21489], [-3.44048, 6.16529, 0.92989], [-2.24677, 6.41185, 1.58635], [-1.21527, 5.49217, 1.53710], [0.28106, 3.14438, 2.25912], [-0.31310, 2.29513, 3.18452], [0.15576, 2.20756, 4.48224], [1.20936, 3.00430, 4.89534], [1.78298, 3.88196, 3.99340], [1.32604, 3.95088, 2.68963], [1.05610, 4.64348, -0.14559], [0.26021, 3.46596, -1.20871], [3.21471, 4.33270, 0.48615], [5.26414, 2.96392, 0.62712], [5.13562, 0.57641, -0.09273], [4.05186, -0.98709, -1.42013], [2.37729, -0.73217, -2.00114], [1.83475, -3.72336, 1.42781], [1.50696, -6.08486, 0.80778], [1.90877, -6.81889, -1.51905], [2.68840, -5.17825, -3.19221], [3.04718, -2.85154, -2.57620], [4.80683, -2.88687, 0.71427], [6.12740, -2.45557, 2.74709], [5.33746, -0.82371, 4.42124], [3.21580, 0.39864, 4.03285], [1.90861, -0.02885, 1.99066], [-2.67656, 3.13831, -0.36261], [-4.51649, 4.79470, -0.30835], [-4.25128, 6.87842, 0.98672], [-2.11729, 7.32392, 2.15110], [-0.29735, 5.70354, 2.06438], [-1.14019, 1.68414, 2.87126], [-0.30684, 1.51304, 5.17018], [1.57805, 2.94619, 5.90891], [2.59582, 4.52499, 4.30246], [1.78881, 4.65537, 2.01774], [-0.07594, -2.06639, 3.00156], [-1.23236, -1.73925, 3.58064], [-1.48437, -2.17445, 4.88226], [-2.64672, -1.81491, 5.53577], [-3.59037, -1.02638, 4.90103], [-3.36277, -0.60361, 3.60195], [-2.20562, -0.95900, 2.93540], [-1.85755, -0.41303, 1.54665], [-0.56448, -0.11927, 1.51472], [-2.21219, -1.43135, 0.54777], [-1.56188, -1.35352, -0.68038], [-1.71957, -2.45013, -1.41721], [-1.17371, -2.77709, -2.63308], [0.16685, -1.58048, -3.36722], [-1.38951, -3.93551, -3.39143], [-2.52336, -4.77349, -3.41406], [-2.42307, -6.03600, -4.05000], [-3.50173, -6.87785, -4.15676], [-4.74020, -6.51226, -3.64066], [-4.87108, -5.27239, -3.02515], [-3.79594, -4.42102, -2.90903], [0.02131, -1.46002, 2.19866], [-0.72702, -2.77007, 5.36743], [-2.81144, -2.14412, 6.55232], [-4.48715, -0.72415, 5.42077], [-4.08584, 0.02620, 3.10123], [-2.48777, 0.50024, 1.35730], [-3.21567, -1.58563, 0.46779], [-2.33530, -3.23877, -0.98305], [-0.58422, -4.21196, -4.05836], [-1.46387, -6.33460, -4.45248], [-3.39054, -7.83278, -4.65371], [-5.58980, -7.17449, -3.73290], [-5.83869, -4.96914, -2.64754], [-3.93969, -3.44135, -2.47845], [1.14603, 3.61074, -5.16787], [1.86000, 2.69504, -4.38245], [1.21139, 1.92822, -3.45594], [-0.17854, 2.03851, -3.23397], [-0.85908, 1.28381, -2.23201], [-2.23561, 1.35699, -2.20788], [-2.95627, 2.20529, -3.06246], [-2.30472, 3.00466, -3.95821], [-0.90426, 2.93047, -4.07577], [-0.20979, 3.70558, -5.02705], [1.66854, 4.21645, -5.89562], [2.92442, 2.58209, -4.52547], [1.76562, 1.20159, -2.88379], [-2.79512, 0.76331, -1.49108], [-4.03534, 2.24138, -2.98866], [-2.85215, 3.68219, -4.60146], [-0.78005, 4.38013, -5.65430]]}



{"formula": "C48H45N6OS4W", "method": "the ωB97M-V functional and the def2-TZVPD basis", "e_homo_ev": [-14.9, -15.5], "multiplicity": 3, "lumo_ev": [-8.0761, -8.3986], "homo_lumo_gap_ev": [6.851, 7.142], "total_charge": 3, "s2": 2.013, "elements": ["W", "C", "C", "N", "C", "C", "C", "S", "N", "C", "O", "C", "C", "C", "C", "C", "C", "H", "H", "H", "H", "H", "H", "H", "H", "H", "H", "H", "H", "H", "H", "H", "N", "S", "N", "S", "N", "S", "N", "C", "C", "C", "C", "C", "C", "C", "C", "C", "C", "C", "C", "C", "C", "C", "C", "C", "C", "C", "C", "C", "C", "C", "C", "C", "C", "C", "C", "C", "C", "C", "C", "C", "C", "C", "C", "H", "H", "H", "H", "H", "H", "H", "H", "H", "H", "H", "H", "H", "H", "H", "H", "H", "H", "H", "H", "H", "H", "H", "H", "H", "H", "H", "H", "H", "H"], "coordinates": [[-0.48845, -0.29541, -0.36296], [-1.01466, 1.41407, 4.97766], [-1.29552, 2.52189, 3.97486], [-2.36358, 2.15031, 3.03317], [-3.73513, 2.50397, 3.47227], [-4.14839, 3.87253, 2.95788], [-2.15136, 1.57072, 1.87665], [-0.47890, 1.18906, 1.47224], [-3.23602, 1.36556, 1.10220], [-3.34730, 0.67282, 0.02586], [-2.42632, -0.15000, -0.48921], [-4.60055, 0.75619, -0.73787], [-5.79069, 1.06050, -0.07884], [-6.96914, 1.16468, -0.79838], [-6.95752, 0.99902, -2.17653], [-5.76746, 0.72314, -2.84096], [-4.59281, 0.58914, -2.12287], [-0.25371, 1.74837, 5.68145], [-0.65341, 0.51528, 4.47753], [-1.90825, 1.16031, 5.54765], [-0.40124, 2.78941, 3.41630], [-1.64077, 3.42323, 4.47951], [-3.71169, 2.48544, 4.56084], [-4.41897, 1.73073, 3.13759], [-3.44913, 4.64578, 3.27701], [-5.12988, 4.12588, 3.35629], [-4.20467, 3.87401, 1.87015], [-5.78673, 1.19763, 0.99347], [-7.89667, 1.38075, -0.28648], [-7.87832, 1.09447, -2.73621], [-5.76250, 0.62483, -3.91850], [-3.65831, 0.39987, -2.63167], [0.80575, -1.38237, 0.62512], [1.74517, -2.51874, 0.30675], [1.92225, -3.01152, -1.21507], [1.44508, -2.27701, -2.49080], [2.08544, -0.95220, -2.95884], [1.68562, 0.55118, -2.51818], [0.49312, 0.80121, -1.64321], [1.47712, 1.36639, -4.06344], [2.40681, 1.16366, -5.08009], [2.22610, 1.83567, -6.27640], [1.14168, 2.69153, -6.43847], [0.23164, 2.88577, -5.40929], [0.39234, 2.22353, -4.20094], [3.15994, 1.14928, -1.77381], [3.01941, 2.13411, -0.80437], [4.17060, 2.67616, -0.25195], [5.41752, 2.24956, -0.68360], [5.53604, 1.26738, -1.66113], [4.40325, 0.69898, -2.21581], [-0.32346, -2.09164, -2.45163], [-0.91564, -1.47039, -3.56371], [-2.27539, -1.59174, -3.74714], [-3.04676, -2.32399, -2.83961], [-2.46047, -2.93510, -1.74611], [-1.08591, -2.84695, -1.54906], [1.79701, -3.41760, -3.77127], [1.73795, -4.77827, -3.48350], [1.93326, -5.67145, -4.52289], [2.17340, -5.20388, -5.80931], [2.22064, -3.84124, -6.07419], [2.02649, -2.92612, -5.05284], [3.37327, -2.12957, 0.83164], [3.50254, -1.77625, 2.17417], [4.76144, -1.45941, 2.64802], [5.85672, -1.49962, 1.79021], [5.70575, -1.85513, 0.45919], [4.45145, -2.17954, -0.04018], [1.28678, -3.99071, 1.14687], [2.02742, -5.14871, 0.91992], [1.66936, -6.29506, 1.60574], [0.60227, -6.26823, 2.49922], [-0.11266, -5.10027, 2.72035], [0.22796, -3.93704, 2.04362], [3.25505, 0.50621, -4.94314], [2.93631, 1.69889, -7.08028], [1.01206, 3.21766, -7.37471], [-0.60174, 3.56209, -5.54127], [-0.29544, 2.37068, -3.38012], [2.03575, 2.46441, -0.49717], [4.08955, 3.44218, 0.50693], [6.30964, 2.69017, -0.25857], [6.51504, 0.94775, -1.99175], [4.48310, -0.07752, -2.96349], [-0.30838, -0.92740, -4.27805], [-2.74199, -1.12940, -4.60694], [-4.11270, -2.41898, -2.99825], [-3.06177, -3.50949, -1.05456], [-0.60849, -3.41305, -0.75967], [1.55710, -5.12678, -2.47635], [1.90194, -6.73421, -4.32683], [2.32843, -5.90944, -6.61459], [2.41401, -3.48930, -7.07808], [2.06863, -1.86255, -5.24253], [2.63855, -1.75403, 2.82662], [4.89434, -1.19002, 3.68665], [6.84095, -1.26194, 2.17159], [6.56789, -1.89825, -0.19238], [4.32204, -2.48651, -1.06803], [2.86484, -5.14833, 0.23353], [2.22639, -7.20904, 1.45223], [0.33313, -7.16813, 3.03592], [-0.93019, -5.08977, 3.42802], [-0.29917, -3.00783, 2.21369]]}



{"formula": "C35H29InN6O6P", "method": "the ωB97M-V functional and the def2-TZVPD basis", "e_homo_ev": -11.2, "multiplicity": 1, "e_above_lowest_kcal_mol": 0.0, "lumo_ev": -4.0624, "homo_lumo_gap_ev": 7.108, "total_charge": 1, "elements": ["In", "O", "N", "O", "C", "C", "C", "C", "C", "C", "N", "C", "C", "N", "C", "C", "C", "C", "H", "H", "H", "H", "H", "H", "H", "O", "N", "O", "C", "P", "C", "C", "C", "C", "C", "C", "C", "H", "H", "H", "H", "H", "H", "H", "H", "H", "H", "H", "O", "C", "N", "C", "C", "O", "N", "C", "C", "C", "C", "C", "C", "C", "C", "C", "C", "C", "C", "H", "H", "H", "H", "H", "H", "H", "H", "H", "H", "H"], "coordinates": [[0.56585, 0.25344, 1.10400], [3.74225, -4.01134, 6.20256], [4.55795, -3.34937, 5.58722], [5.74540, -3.31690, 5.82547], [4.05404, -2.49133, 4.47644], [4.97869, -2.07097, 3.60110], [4.61219, -1.30278, 2.45194], [5.55804, -0.84111, 1.52097], [5.14073, -0.11570, 0.43809], [3.77429, 0.12255, 0.27961], [2.86646, -0.31766, 1.13731], [3.27131, -0.99909, 2.23401], [2.28679, -1.39664, 3.22109], [1.01830, -0.97919, 3.02020], [0.06915, -1.27117, 3.89608], [0.34552, -2.01614, 5.04079], [1.62559, -2.44950, 5.26840], [2.65297, -2.14973, 4.34626], [6.01395, -2.33499, 3.76203], [6.60877, -1.05750, 1.67643], [5.84110, 0.26858, -0.28831], [3.40766, 0.68311, -0.57238], [-0.92310, -0.88471, 3.69137], [-0.44478, -2.23374, 5.74644], [1.84935, -3.01270, 6.15682], [-0.22231, 1.63444, 2.81419], [0.76407, 2.40650, 2.83268], [1.60861, 2.06297, 1.94722], [1.51188, -3.44442, -0.01737], [0.20511, -2.17701, 0.04590], [-1.19206, -3.03501, 0.81188], [-0.23280, -1.86657, -1.68249], [-1.39617, -2.35112, -2.27551], [-1.68186, -2.03868, -3.59850], [-0.81068, -1.24893, -4.33467], [0.35259, -0.76195, -3.75022], [0.63378, -1.06459, -2.42725], [1.14220, -4.31455, -0.56209], [1.78586, -3.74487, 0.99772], [2.39380, -3.05384, -0.52576], [-1.49710, -3.88134, 0.19672], [-2.03413, -2.35825, 0.96391], [-0.86620, -3.41403, 1.78111], [-2.09695, -2.94963, -1.70580], [-2.59512, -2.40558, -4.05358], [-1.04722, -1.00098, -5.36390], [1.02352, -0.12840, -4.31873], [1.53206, -0.66465, -1.96434], [-3.54154, -0.47305, 1.17577], [-2.93825, 0.27299, 0.43457], [-3.44641, 1.08166, -0.54830], [-2.42953, 1.88601, -1.23224], [-1.20215, 1.31443, -0.52339], [0.01434, 1.58962, -0.71646], [-1.53597, 0.43107, 0.40325], [-2.35313, 1.61909, -2.74032], [-3.26707, 0.79350, -3.37989], [-3.20735, 0.61653, -4.76040], [-2.22416, 1.25149, -5.50250], [-1.29450, 2.06513, -4.86057], [-1.36055, 2.25275, -3.48876], [-2.61531, 3.37749, -0.92223], [-3.57956, 4.09341, -1.62852], [-3.83408, 5.41965, -1.31663], [-3.11766, 6.04801, -0.30455], [-2.15357, 5.34140, 0.39734], [-1.90408, 4.00891, 0.09156], [-4.43076, 1.26882, -0.61762], [-4.02647, 0.27667, -2.80503], [-3.93543, -0.02044, -5.25112], [-2.18537, 1.12461, -6.57884], [-0.52281, 2.56747, -5.43504], [-0.64646, 2.90118, -2.99120], [-4.12535, 3.61614, -2.43576], [-4.58637, 5.96710, -1.87189], [-3.30908, 7.08714, -0.06725], [-1.59059, 5.82484, 1.18772], [-1.15011, 3.47146, 0.65321]]}



| no. | calculated total energy (Ha) |
| --- | --- |
| 1 | -5411.1923 |
| 2 | -3918.7021 |
| 3 | -2662.3980 |